Model i:
{"formula": "C17H24N4O3", "method": "ωB97M-V/def2-TZVPD", "elements": ["N", "C", "C", "C", "C", "C", "N", "C", "O", "C", "N", "C", "C", "C", "N", "C", "C", "C", "C", "C", "C", "C", "O", "O", "H", "H", "H", "H", "H", "H", "H", "H", "H", "H", "H", "H", "H", "H", "H", "H", "H", "H", "H", "H", "H", "H", "H", "H"], "xyz": [[-5.555, -0.978, 1.558], [-4.128, -0.711, 1.819], [-3.419, 0.571, 1.324], [-3.497, 0.869, -0.190], [-2.880, -0.191, -1.134], [-1.423, -0.441, -0.898], [-0.663, 0.708, -1.362], [-0.064, 1.594, -0.482], [-0.385, 1.649, 0.676], [1.073, 2.489, -1.018], [1.441, 3.472, 0.007], [2.401, 1.710, -1.520], [3.049, 0.921, -0.424], [3.752, 1.536, 0.599], [4.305, 0.605, 1.530], [3.993, -0.671, 1.039], [4.423, -1.998, 1.396], [3.828, -3.053, 0.694], [2.786, -2.926, -0.229], [2.507, -1.623, -0.674], [3.113, -0.529, -0.053], [-0.962, -1.767, -1.507], [-0.276, -1.906, -2.500], [-1.462, -2.744, -0.763], [-6.175, -0.422, 2.133], [-5.711, -0.660, 0.618], [-3.545, -1.611, 1.591], [-3.977, -0.724, 2.913], [-2.421, 0.664, 1.617], [-3.980, 1.293, 1.930], [-2.991, 1.825, -0.339], [-4.521, 1.081, -0.404], [-3.085, 0.239, -2.102], [-3.499, -1.095, -1.110], [-1.185, -0.614, 0.117], [-0.341, 0.637, -2.334], [0.751, 3.034, -1.941], [1.023, 3.297, 0.928], [1.108, 4.384, -0.285], [3.047, 2.584, -1.773], [2.326, 1.159, -2.437], [3.831, 2.548, 0.836], [5.004, 0.766, 2.263], [5.198, -2.081, 2.175], [4.135, -4.051, 1.057], [2.327, -3.760, -0.785], [1.736, -1.504, -1.519], [-1.011, -3.573, -1.033]], "multiplicity": 1, "smiles": "NCCCC[C@H](NC(=O)[C@@H](N)Cc1c[nH]c2ccccc12)C(=O)O", "homo_ev": -7.752}

---

Model ii:
{"formula": "C17H24N4O3", "method": "ωB97M-V/def2-TZVPD", "elements": ["N", "C", "C", "C", "C", "C", "N", "C", "O", "N", "C", "C", "C", "C", "N", "C", "C", "C", "C", "C", "C", "C", "O", "O", "H", "H", "H", "H", "H", "H", "H", "H", "H", "H", "H", "H", "H", "H", "H", "H", "H", "H", "H", "H", "H", "H", "H", "H"], "xyz": [[-6.141, -0.191, -0.892], [-5.404, 1.098, -0.685], [-4.603, 1.458, 0.506], [-3.738, 0.401, 1.045], [-2.590, -0.168, 0.177], [-1.639, -1.187, 0.916], [-0.981, -0.586, 2.054], [-0.597, -1.826, -0.039], [-0.923, -2.168, -1.172], [0.696, -1.899, 0.400], [1.666, -2.361, -0.503], [2.003, -1.379, -1.661], [2.187, 0.032, -1.198], [1.212, 1.015, -1.333], [1.739, 2.201, -0.879], [2.983, 2.055, -0.349], [3.819, 3.015, 0.172], [5.025, 2.627, 0.820], [5.304, 1.241, 0.592], [4.543, 0.321, -0.066], [3.300, 0.716, -0.573], [2.894, -2.703, 0.346], [2.921, -2.556, 1.514], [3.948, -3.187, -0.295], [-6.440, -0.673, 0.213], [-5.361, -1.045, -1.369], [-6.086, 2.038, -0.829], [-4.642, 1.261, -1.506], [-3.846, 2.288, 0.201], [-5.283, 1.861, 1.307], [-3.333, 0.768, 1.984], [-4.382, -0.484, 1.381], [-2.813, -0.691, -0.801], [-1.959, 0.709, -0.036], [-2.338, -2.015, 1.306], [-1.604, -0.286, 2.780], [-0.789, 0.407, 1.744], [0.921, -1.437, 1.345], [1.142, -3.324, -0.922], [1.195, -1.501, -2.308], [2.978, -1.769, -1.989], [0.096, 1.018, -1.630], [1.139, 2.983, -0.847], [3.371, 4.061, 0.269], [5.758, 3.334, 1.278], [6.210, 0.760, 1.015], [4.885, -0.722, -0.354], [3.557, -3.509, -1.133]], "multiplicity": 1, "smiles": "NCCCC[C@H](N)C(=O)N[C@@H](Cc1c[nH]c2ccccc12)C(=O)O", "homo_ev": -8.026}

---

Computed stability ranking, most favorable first: model i, model ii